Record 1
A gas-phase ion, CH4N3O3 (charge -1) in a non-equilibrium geometry, computed with ωB97M-V with the def2-TZVPD basis set.

Energy above the lowest of the compared OMol25 structures with the same formula, charge and spin: 5.5884 eV
LUMO level: 0.15222 Eh
HOMO-LUMO gap: 6.268 eV
SMILES: CO/N=N/N([O-])O
Total charge: -1
HOMO level: -2.126 eV
Electronic energy: -430.2795 a.u.
Max |F|: 0.0622 hartree/bohr

Atoms and positions in Å:
C (-1.8707, 0.6279, 0.2774)
N (0.4256, -0.5123, 0.0910)
N (0.1619, 0.3255, -0.9337)
N (1.5743, -1.0602, 0.0967)
O (2.6536, -0.5414, -0.8604)
O (1.9788, -1.7693, 1.0805)
O (-1.2048, 0.7278, -0.9015)
H (-1.6914, 1.4207, 0.9282)
H (-1.7779, -0.3181, 0.7189)
H (-2.9084, 0.6387, 0.1202)
H (2.6589, 0.4607, -0.6173)

Atomic partial charges in e from the natural (NBO) method, atoms 1 to 8: C -0.26; N -0.13; N -0.19; N 0.36; O -0.64; O -0.63; O -0.44; H 0.14

=====

Record 2
A molecular structure, C18H21N4O3SSe2Ti, computed with ωB97M-V with the def2-TZVPD basis set.

LUMO level: 0.09429 Eh
HOMO-LUMO gap: 6.081 eV
Total charge: -1
HOMO level: -3.516 eV
Electronic energy: -7193.9494 a.u.
Max |F|: 0.0079 hartree/bohr

Atoms and positions in Å:
Ti (-0.5387, 1.2265, 1.6708)
N (-1.7349, -2.6407, 3.8234)
C (-1.5035, -1.5569, 3.0189)
S (-0.7399, -0.2034, 3.7252)
N (-1.9495, -1.7072, 1.7868)
N (-1.6843, -0.6458, 1.0002)
C (-2.1011, -0.6875, -0.2224)
C (-2.9414, -1.7847, -0.7657)
C (-4.2606, -1.5416, -1.1323)
C (-5.0436, -2.5608, -1.6570)
C (-4.5092, -3.8300, -1.8245)
C (-3.1913, -4.0767, -1.4605)
C (-2.4116, -3.0610, -0.9308)
C (-1.7411, 0.4551, -1.0782)
C (-1.9926, 0.4704, -2.4468)
C (-1.5898, 1.5702, -3.1834)
C (-0.9531, 2.6195, -2.5411)
C (-0.7110, 2.5173, -1.1792)
N (-1.0806, 1.4524, -0.4774)
H (-1.1726, -2.7225, 4.6509)
H (-1.9663, -3.4916, 3.3367)
H (-4.6733, -0.5487, -0.9973)
H (-6.0721, -2.3625, -1.9323)
H (-5.1177, -4.6262, -2.2354)
H (-2.7711, -5.0668, -1.5878)
H (-1.3861, -3.2411, -0.6335)
H (-2.4905, -0.3706, -2.9069)
H (-1.7721, 1.6059, -4.2505)
H (-0.6337, 3.5046, -3.0744)
H (-0.1807, 3.2825, -0.6283)
O (5.4490, 0.7079, 2.1951)
C (5.1581, 1.2517, 0.9119)
C (3.6343, 1.3493, 0.6825)
C (3.5471, 1.8900, -0.7484)
O (2.2523, 2.3307, -1.1094)
C (3.1201, 2.3187, 1.7615)
Se (1.2616, 2.9461, 1.9439)
C (3.0936, -0.0847, 0.8134)
Se (1.2285, -0.5136, 0.3885)
H (6.4022, 0.6543, 2.2871)
H (5.5872, 0.6129, 0.1276)
H (5.5982, 2.2535, 0.8225)
H (3.8786, 1.0857, -1.4184)
H (4.2557, 2.7267, -0.8532)
H (2.1513, 2.2289, -2.0622)
H (3.6805, 3.2534, 1.6700)
H (3.3788, 1.8874, 2.7261)
H (3.2870, -0.4145, 1.8327)
H (3.6888, -0.7241, 0.1545)
O (-1.7392, 2.2616, 2.0072)

Atomic partial charges in e from the natural (NBO) method, atoms 1 to 8: Ti 1.10; N -0.80; C 0.30; S -0.20; N -0.45; N -0.20; C 0.16; C -0.08

=====

Record 3
2 unconnected molecules or ions with the total composition CH5NS in a non-equilibrium geometry, computed with ωB97M-V with the def2-TZVPD basis set.

Energy above the lowest of the compared OMol25 structures with the same formula, charge and spin: 0.0000 eV
LUMO level (spin up / spin down): -0.21320 / -0.23031 Eh
HOMO-LUMO gap (spin up / spin down): 8.266 / 7.332 eV
Expectation value of S²: 0.753
Total charge: +1
HOMO level (spin up / spin down): -14.068 / -13.599 eV
Electronic energy: -493.6881 a.u.
Spin multiplicity: 2
Max |F|: 0.0394 hartree/bohr

Atoms and positions in Å:
S (0.3147, -2.7371, -0.0798)
H (1.4252, -2.2056, -0.4947)
C (0.3456, 0.7368, 0.0303)
N (-0.9216, 0.8896, 0.1705)
H (0.8222, 0.9940, -0.9568)
H (1.0155, 0.3311, 0.7933)
H (-1.4147, 0.7437, 1.1112)
H (-1.5871, 1.2475, -0.5740)

Need the natural (NBO) charges? In units of e they are: S -0.05; H 0.08; C 0.15; N -0.60; H 0.24; H 0.25; H 0.46; H 0.46

=====

Record 4
2 unconnected molecules or ions with the total composition C8H14B2 in a non-equilibrium geometry, computed with ωB97M-V with the def2-TZVPD basis set.

LUMO level (spin up / spin down): 0.02058 / -0.09260 Eh
HOMO-LUMO gap (spin up / spin down): 6.559 / 7.159 eV
Expectation value of S²: 2.019
Total charge: 0
HOMO level (spin up / spin down): -5.999 / -9.679 eV
Electronic energy: -362.5730 a.u.
Spin multiplicity: 3
Max |F|: 0.1395 hartree/bohr

Atoms and positions in Å:
B (-3.0771, 1.4592, -2.0812)
B (4.2005, 0.6287, 0.1403)
C (-1.9369, 0.2676, -0.1712)
C (-3.2029, 0.3942, -0.9397)
C (2.7274, 0.8261, -0.4397)
C (2.1156, 0.3362, 0.8745)
C (-2.0014, -0.2756, 1.0271)
C (-4.2118, -0.4749, -0.6531)
C (2.3209, -2.2101, 1.3212)
C (2.2770, -0.9451, 1.2065)
H (-2.2375, 1.3704, -2.9324)
H (-3.7241, 2.5053, -2.0781)
H (4.6825, 1.3513, 1.0466)
H (4.9622, -0.2901, -0.3115)
H (-0.9245, 0.3860, -0.6094)
H (2.2834, 1.7480, -0.6770)
H (2.3892, 0.3115, -1.2617)
H (1.8975, 1.1386, 1.4670)
H (-2.8381, -0.5284, 1.6464)
H (-1.0158, -0.4704, 1.5882)
H (-5.1523, -0.7092, -1.1149)
H (-4.1431, -1.1406, 0.1282)
H (3.2524, -2.7719, 1.6551)
H (1.3568, -2.9068, 1.1688)

Atomic partial charges in e from the Löwdin method, atoms 1 to 8: B -0.01; B -0.02; C -0.16; C -0.29; C -0.21; C -0.14; C 0.01; C 0.06

=====

Record 5
A molecular structure, C20H21GeMnN2OTe4, computed with ωB97M-V with the def2-TZVPD basis set.

LUMO level (spin up / spin down): -0.44994 / -0.44976 Eh
HOMO-LUMO gap (spin up / spin down): 4.500 / 4.505 eV
Expectation value of S²: 0.865
Total charge: +3
HOMO level (spin up / spin down): -16.743 / -16.743 eV
Electronic energy: -5258.4965 a.u.
Spin multiplicity: 2
Max |F|: 0.0093 hartree/bohr

Atoms and positions in Å:
Mn (0.8627, 0.8282, 0.7789)
Te (2.9469, -0.4653, -0.2294)
Te (4.6865, -1.0179, 1.7644)
Te (3.5437, -0.2295, 3.9994)
Te (1.2557, 0.7034, 3.4392)
C (-3.2571, 1.4984, 1.7068)
C (-2.0503, 1.6443, 0.8499)
O (-1.0326, 0.9192, 1.0803)
N (-2.0437, 2.5114, -0.1441)
C (-0.9237, 2.6437, -1.0705)
C (0.2415, 3.4082, -0.4897)
C (0.3978, 4.7596, -0.7379)
C (1.5059, 5.4267, -0.2357)
C (2.4454, 4.7135, 0.4937)
C (2.2271, 3.3693, 0.7079)
N (1.1424, 2.7246, 0.2432)
H (-3.5127, 0.4407, 1.7530)
H (-4.1049, 2.0723, 1.3412)
H (-3.0119, 1.8229, 2.7194)
H (-2.8759, 3.0618, -0.3022)
H (-1.2877, 3.1555, -1.9581)
H (-0.6194, 1.6424, -1.3912)
H (-0.3347, 5.2836, -1.3374)
H (1.6409, 6.4837, -0.4244)
H (3.3343, 5.1866, 0.8859)
H (2.9404, 2.7710, 1.2621)
Ge (1.3961, -2.7387, -0.0964)
C (-0.0189, -2.4118, 1.1498)
C (0.1615, -2.6005, 2.5273)
C (-0.9214, -2.5757, 3.3900)
C (-2.2055, -2.3991, 2.8787)
C (-2.4013, -2.2348, 1.5151)
C (-1.3136, -2.2293, 0.6526)
C (0.9588, -2.8164, -1.9521)
C (0.8742, -4.0684, -2.5647)
C (0.5336, -4.1612, -3.9070)
C (0.2905, -3.0134, -4.6467)
C (0.3775, -1.7620, -4.0477)
C (0.7097, -1.6678, -2.7067)
H (2.4802, -3.6696, 0.4455)
H (1.1515, -2.8023, 2.9265)
H (-0.7809, -2.7445, 4.4497)
H (-3.0575, -2.4289, 3.5458)
H (-3.4069, -2.1488, 1.1230)
H (-1.4778, -2.1352, -0.4160)
H (1.0703, -4.9787, -2.0098)
H (0.4690, -5.1321, -4.3791)
H (0.0380, -3.0923, -5.6955)
H (0.1923, -0.8705, -4.6317)
H (0.7640, -0.6763, -2.2551)

Atomic partial charges in e from the natural (NBO) method, atoms 1 to 8: Mn 0.92; Te -0.03; Te 0.33; Te 0.55; Te 0.24; C -0.70; C 0.74; O -0.77

=====

Record 6
12 unconnected molecules or ions with the total composition C26H71N5O31S7 in a non-equilibrium geometry, computed with ωB97M-V with the def2-TZVPD basis set.

Energy above the lowest of the compared OMol25 structures with the same formula, charge and spin: 6.8106 eV
LUMO level: -0.00883 Eh
HOMO-LUMO gap: 10.293 eV
SMILES: CCOS(C)(=O)=O.CCOS(C)(=O)=O.CCOS(C)(=O)=O.CCOS(C)(=O)=O.CCOS(C)(=O)=O.CCOS(C)(=O)=O.CCOS(C)(=O)=O.C[N+](=O)[O-].C[N+](=O)[O-].C[N+](=O)[O-].C[N+](=O)[O-].C[N+](=O)[O-]
Total charge: 0
HOMO level: -10.533 eV
Electronic energy: -6425.9584 a.u.
Max |F|: 0.1055 hartree/bohr

Atoms and positions in Å:
C (-5.8094, -6.3785, 12.5230)
N (-4.3707, -6.5956, 12.0409)
O (-3.7104, -5.6475, 11.6055)
O (-3.8588, -7.6995, 12.3509)
H (-5.7742, -5.6535, 13.3362)
H (-5.9719, -7.3430, 13.0040)
H (-6.5132, -6.0261, 11.7690)
C (-9.3180, -5.0808, 7.5505)
N (-8.7727, -6.0033, 8.6228)
O (-8.7757, -7.1826, 8.5049)
O (-8.0914, -5.4338, 9.4764)
H (-8.5678, -4.3166, 7.3475)
H (-10.1546, -4.6664, 8.1130)
H (-9.5692, -5.5064, 6.5789)
C (-9.6596, -0.4348, 9.7305)
N (-8.9106, -1.6214, 9.4758)
O (-9.4469, -2.7182, 9.7498)
O (-7.7467, -1.6492, 9.0634)
H (-9.1727, 0.2233, 10.4502)
H (-10.5079, -0.7657, 10.3298)
H (-10.0045, -0.0123, 8.7868)
C (-11.8302, -2.5289, 13.8762)
N (-12.4401, -2.7478, 12.6341)
O (-13.4881, -3.4059, 12.6554)
O (-11.8451, -2.3526, 11.6318)
H (-11.7819, -1.4716, 14.1368)
H (-10.7988, -2.8775, 13.9302)
H (-12.3996, -3.1158, 14.5969)
C (-8.6495, -10.2798, 14.1355)
N (-8.7508, -9.8573, 12.6311)
O (-9.2492, -10.6208, 11.8118)
O (-8.3552, -8.7112, 12.4004)
H (-9.1682, -11.2372, 14.1845)
H (-9.0732, -9.5088, 14.7790)
H (-7.5900, -10.4711, 14.3057)
O (-16.1338, -10.5111, 17.5475)
S (-15.6414, -11.4441, 16.5628)
O (-16.6321, -12.1511, 15.7613)
O (-14.6196, -10.6370, 15.5051)
C (-13.9195, -9.5667, 16.2011)
C (-12.7348, -9.1820, 15.3773)
C (-14.5149, -12.6460, 17.3199)
H (-13.5225, -9.8217, 17.1836)
H (-14.6462, -8.7611, 16.0955)
H (-12.0151, -9.9957, 15.2878)
H (-12.1938, -8.3286, 15.7861)
H (-12.9193, -9.0242, 14.3147)
H (-13.6258, -12.0737, 17.5847)
H (-14.2877, -13.3946, 16.5609)
H (-15.0054, -12.9502, 18.2445)
O (-8.3622, -5.8266, 13.8478)
S (-9.7834, -6.0766, 13.7272)
O (-10.2716, -7.4130, 13.9709)
O (-10.5572, -5.0692, 14.7959)
C (-10.1798, -4.8909, 16.1516)
C (-10.5519, -5.9746, 17.2296)
C (-10.3930, -5.5519, 11.9986)
H (-10.5800, -3.9289, 16.4718)
H (-9.1920, -4.5135, 16.4161)
H (-9.9911, -5.8471, 18.1556)
H (-10.2486, -6.9005, 16.7409)
H (-11.5950, -5.8630, 17.5254)
H (-10.3576, -4.4663, 11.9076)
H (-11.4680, -5.7290, 11.9647)
H (-9.7636, -6.1356, 11.3270)
O (-11.4822, -9.9500, 7.9055)
S (-12.3851, -10.1040, 9.0212)
O (-12.0310, -10.9516, 10.2554)
O (-12.6508, -8.5206, 9.6490)
C (-13.4858, -8.4305, 10.8499)
C (-14.8034, -7.6793, 10.4110)
C (-14.0255, -10.4698, 8.3675)
H (-12.9190, -7.8189, 11.5519)
H (-13.8128, -9.4176, 11.1766)
H (-14.5900, -6.6106, 10.3893)
H (-15.6969, -7.9794, 10.9584)
H (-15.0919, -7.9911, 9.4072)
H (-13.8321, -9.9669, 7.4199)
H (-14.8507, -10.1380, 8.9976)
H (-13.8941, -11.5428, 8.2276)
O (-8.6794, -1.2362, 16.0183)
S (-7.3152, -1.7707, 15.9419)
O (-6.1261, -0.9168, 15.8045)
O (-7.0769, -2.7949, 17.1899)
C (-5.8142, -3.2465, 17.5113)
C (-5.8213, -3.9290, 18.9563)
C (-7.1331, -2.9862, 14.5934)
H (-5.1960, -2.3500, 17.5589)
H (-5.3678, -3.8374, 16.7114)
H (-6.4293, -4.8234, 18.8210)
H (-6.2063, -3.3862, 19.8196)
H (-4.8620, -4.3740, 19.2205)
H (-6.7271, -2.4986, 13.7071)
H (-8.1127, -3.3866, 14.3322)
H (-6.4869, -3.8064, 14.9060)
O (-8.1595, -7.8405, 22.9414)
S (-7.9972, -7.1993, 21.6614)
O (-9.0687, -7.0072, 20.6776)
O (-7.4317, -5.6707, 22.0143)
C (-6.3181, -5.4248, 22.9520)
C (-6.7953, -4.8706, 24.2815)
C (-6.4456, -7.6602, 20.8298)
H (-5.7156, -4.5744, 22.6326)
H (-5.6065, -6.2489, 23.0035)
H (-6.0336, -4.5855, 25.0072)
H (-7.2700, -5.6929, 24.8168)
H (-7.6269, -4.1743, 24.1729)
H (-6.7872, -7.9125, 19.8259)
H (-5.9562, -8.4449, 21.4068)
H (-5.8159, -6.7736, 20.9028)
O (-11.8368, 0.4132, 16.1485)
S (-12.0450, 0.2394, 17.6053)
O (-13.3123, 0.6192, 18.2628)
O (-11.6583, -1.3686, 18.0309)
C (-12.2645, -1.8100, 19.2109)
C (-11.9051, -3.3785, 19.3779)
C (-10.6230, 1.1123, 18.4646)
H (-13.3534, -1.8129, 19.1614)
H (-11.8002, -1.3160, 20.0644)
H (-12.1202, -3.6091, 20.4214)
H (-10.8537, -3.6513, 19.2878)
H (-12.5155, -3.9765, 18.7011)
H (-10.2249, 0.5096, 19.2809)
H (-11.0865, 2.0386, 18.8038)
H (-9.7920, 1.0975, 17.7594)
O (-13.1558, -9.5321, 21.8230)
S (-13.1299, -10.6969, 20.9502)
O (-13.7904, -10.7944, 19.6500)
O (-11.5921, -11.2044, 20.8226)
C (-10.6260, -10.3123, 20.3170)
C (-10.7469, -9.5804, 18.9295)
C (-13.5978, -12.0896, 21.9402)
H (-9.7484, -10.9588, 20.3089)
H (-10.5358, -9.4834, 21.0191)
H (-10.7432, -10.2589, 18.0763)
H (-9.9256, -8.8640, 18.9164)
H (-11.6795, -9.0285, 19.0470)
H (-13.1742, -13.0169, 21.5546)
H (-14.6511, -12.1988, 21.6819)
H (-13.5102, -11.8723, 23.0047)

Atomic partial charges in e from the Löwdin method, atoms 1 to 8: C 0.04; N -0.39; O 0.04; O 0.02; H 0.07; H 0.08; H 0.09; C 0.05